{"formula": "C49H96InN3O18", "method": "ωB97M-V/def2-TZVPD", "elements": ["H", "H", "H", "C", "H", "C", "H", "H", "C", "C", "C", "O", "C", "N", "H", "H", "H", "H", "H", "H", "H", "C", "H", "C", "H", "H", "H", "H", "H", "C", "H", "C", "O", "O", "O", "H", "H", "C", "H", "H", "H", "H", "C", "H", "H", "N", "O", "C", "H", "H", "O", "H", "H", "H", "O", "H", "H", "C", "H", "H", "C", "H", "H", "C", "H", "C", "C", "C", "C", "C", "C", "H", "H", "H", "O", "H", "H", "C", "C", "C", "O", "C", "H", "O", "H", "O", "H", "H", "C", "In", "H", "C", "C", "H", "H", "C", "H", "H", "C", "H", "H", "H", "H", "H", "H", "C", "H", "H", "O", "H", "H", "O", "N", "O", "H", "H", "H", "C", "C", "H", "C", "H", "H", "H", "C", "C", "H", "C", "H", "C", "H", "C", "H", "H", "H", "O", "H", "H", "C", "H", "H", "C", "H", "H", "C", "C", "H", "O", "H", "H", "H", "C", "H", "C", "C", "H", "H", "H", "H", "H", "O", "O", "H", "C", "H", "H", "C"], "xyz": [[-7.646250, -7.986651, 10.175737], [-1.250319, -14.636824, 5.711727], [-1.827961, -16.481193, 8.570757], [-6.311888, -7.057036, 11.575161], [-2.537592, -12.883376, 3.485983], [-6.682387, -7.482404, 10.106409], [-4.825405, -7.535248, 5.822967], [-1.769337, -10.171994, 5.700633], [-1.003506, -10.951214, 3.902055], [-3.166646, -16.557488, 10.277475], [-3.997172, -7.245802, 1.766536], [-6.029934, -7.081805, 7.992351], [-2.820254, -16.107262, 8.822977], [-1.164151, -12.325233, 4.509850], [-6.231289, -15.392085, 9.638648], [-4.051619, -11.217149, 12.106958], [0.450694, -14.972992, 5.990527], [-4.733038, -11.271266, 2.081728], [-1.026383, -12.056127, 11.099487], [-7.799731, -6.993275, 4.427657], [-8.527227, -10.020294, 5.628886], [-6.846154, -14.699158, 11.621675], [0.468864, -12.286942, 11.982290], [1.274552, -12.515310, 5.085998], [-7.637409, -11.710525, 12.068971], [-3.882661, -6.207583, 6.393699], [-0.321205, -13.515115, 6.734747], [-4.246703, -18.779031, 3.809672], [-6.185690, -11.310980, 12.974562], [1.344239, -15.456489, 11.470747], [-2.660159, -4.662718, 2.195193], [-5.302414, -12.077033, 2.545038], [-2.900769, -14.733021, 8.666827], [-4.603956, -14.864992, 5.482005], [-1.491245, -10.642973, 8.558338], [-9.694217, -8.472356, 5.064683], [-3.850226, -8.573366, 0.088087], [-4.994038, -5.122744, 4.128361], [-3.440782, -12.359704, 10.805216], [-5.339673, -6.585290, 11.432511], [-6.590254, -10.359575, 11.581108], [-6.384214, -14.377624, 7.545643], [-7.232599, -13.756972, 7.833963], [-1.969524, -11.635801, 2.100492], [-1.640539, -9.933443, 2.057457], [-4.353532, -7.434242, 3.260687], [-8.416127, -9.476085, 7.602754], [-0.276881, -14.171085, 5.865354], [-6.040297, -7.840277, 12.282884], [2.045588, -13.229649, 4.797331], [-5.449237, -11.167377, 4.863022], [-2.598878, -17.320440, 2.936143], [-1.283278, -17.840702, 5.589264], [-2.596845, -8.162646, 9.123445], [-5.709403, -7.855128, 3.411526], [-9.493265, -13.406409, 9.382558], [-1.739754, -8.935210, 4.383310], [0.507184, -14.112107, 9.859341], [-1.174948, -12.794522, 12.647027], [0.184294, -14.880465, 9.156875], [0.073110, -13.972645, 3.352248], [-7.028433, -11.235616, 3.593855], [1.628110, -11.736757, 3.056920], [-4.171243, -15.901069, 4.998309], [-1.014196, -7.402240, 9.584289], [-8.613241, -12.833794, 9.675436], [-2.530846, -6.763934, 1.699160], [-4.091287, -8.602273, 1.150699], [-5.341300, -8.229560, 8.434738], [-4.253055, -11.728502, 11.165657], [-2.114493, -5.553937, 2.505171], [-7.712164, -6.042498, 8.944600], [0.915815, -14.652461, 3.477899], [-2.566509, -16.081834, 11.053154], [2.038162, -16.238495, 12.019649], [-6.619524, -12.691494, 4.244599], [-2.198724, -5.152893, 4.683248], [-5.606544, -13.724957, 11.846551], [-6.996851, -14.777414, 10.112142], [-0.509388, -12.726041, 11.786533], [0.262731, -14.923268, 11.998954], [-1.613117, -8.312813, 9.568221], [-2.941024, -10.204316, 4.397250], [-2.454095, -12.841154, 4.441411], [-1.044408, -5.357513, 2.438585], [-5.665038, -8.386194, 9.728773], [1.240017, -12.192309, 6.126470], [-5.640545, -8.795401, 3.592458], [-3.932891, -6.951230, 5.598365], [-3.783083, -12.214249, 7.246123], [-2.309231, -6.581082, 0.647710], [-3.994328, -6.331298, 4.199796], [-0.780035, -9.432985, 8.825507], [-4.553818, -12.817529, 2.826789], [-7.101307, -9.049180, 5.809050], [-8.396821, -6.798845, 5.318592], [-4.228420, -16.533051, 10.522710], [-3.590318, -18.687316, 5.362828], [-2.493277, -5.888884, 3.935152], [-0.441763, -17.002649, 4.223564], [-7.026749, -6.346160, 11.989577], [-8.086218, -14.398367, 7.614759], [-8.678971, -12.913417, 10.760530], [-1.764253, -8.636767, 10.597938], [-5.749031, -5.157492, 3.342943], [-7.244054, -13.402899, 9.363339], [-7.605529, -6.347580, 5.917187], [0.143715, -13.236831, 2.551199], [-2.932489, -15.923001, 4.450606], [-1.744016, -6.601053, 4.280876], [-6.949676, -10.921766, 9.550638], [-4.628260, -9.039724, 7.815459], [-6.121120, -12.547341, 9.664489], [-9.628736, -7.765741, 7.035339], [-0.570875, -8.913421, 7.890402], [-0.973871, -18.601628, 4.019331], [-1.332067, -14.403770, 10.807416], [-8.116440, -9.177466, 6.184755], [-1.900469, -9.983485, 4.635091], [-0.840363, -14.552738, 3.221215], [-6.604194, -11.377623, 11.970314], [-7.834007, -15.475105, 10.089932], [-4.406735, -6.178703, -0.025613], [-2.965613, -17.621674, 10.400785], [-5.697306, -12.360594, 11.138639], [-1.232714, -10.887305, 2.392003], [-4.390993, -4.215286, 4.097352], [-6.131860, -11.802965, 3.843612], [-8.799499, -11.786300, 9.438463], [-4.791519, -6.214520, 0.993574], [-7.307942, -12.842613, 7.245441], [-6.699407, -6.437543, 9.024362], [2.540491, -10.906362, 4.241331], [-5.620012, -4.996081, 5.011661], [0.661217, -13.140026, 9.390889], [-6.268366, -11.362576, 9.037700], [-4.759618, -5.217690, 1.433371], [-3.072902, -7.606323, 5.737608], [-9.023666, -8.020496, 5.795626], [0.621022, -9.945033, 5.224896], [-9.158823, -6.044203, 5.123732], [-2.636711, -17.251527, 4.023306], [-3.485685, -16.733374, 8.228595], [-4.649244, -14.147230, 11.540994], [-3.813379, -18.057127, 4.501898], [0.433474, -10.343278, 4.227739], [-6.689561, -15.691660, 12.044193], [1.654543, -14.702719, 10.356616], [0.179683, -9.589410, 9.318021], [-5.119381, -8.958324, 1.216788], [-4.158614, -10.866465, 10.505301], [-1.252895, -17.670759, 4.513023], [-6.080220, -5.612690, 9.376939], [1.570670, -11.378643, 4.084808], [-9.341383, -8.591670, 7.996456], [-3.570677, -9.422440, 1.645060], [0.704842, -9.598864, 3.479199], [-5.904537, -12.537092, 1.761526], [-0.301490, -11.065630, 1.854292], [-5.611586, -13.470339, 12.906388], [-9.840217, -8.541604, 9.104047], [-4.738290, -17.110739, 4.960168], [-1.836060, -7.602447, 1.746845], [-0.341917, -14.075414, 11.123463], [-7.728420, -14.214640, 12.039967], [-5.847281, -6.485543, 0.996540], [0.000827, -13.223134, 4.685538]], "atomic_forces_ev_per_a": [[0.02, -0.43, -0.42], [-0.04, -0.04, 0.24], [0.50, -0.02, -0.06], [0.76, 0.74, -1.57], [-1.06, -0.56, -0.39], [-0.74, -0.59, 3.27], [0.03, 0.01, -0.23], [0.06, 0.33, 0.16], [1.43, 0.65, 1.37], [0.06, -0.52, 0.00], [1.02, 0.71, 2.24], [1.03, -1.65, -2.27], [-0.14, 0.55, 0.82], [2.07, 3.23, 1.92], [0.59, 0.59, 0.02], [0.17, -0.75, 0.43], [0.28, 0.22, -0.05], [-0.39, 0.49, 0.45], [0.04, 0.07, -0.25], [-0.44, -0.12, -0.53], [0.45, -0.42, 0.26], [2.36, 2.20, -0.86], [-0.06, 0.03, 0.47], [0.56, 0.67, -2.77], [0.04, 0.00, -0.07], [0.05, 0.34, -0.12], [-0.05, -0.38, 0.32], [-0.17, 0.61, -0.48], [0.03, -0.08, -0.01], [1.47, 1.99, -0.07], [0.06, 0.10, -0.29], [-0.09, -0.88, 0.84], [-0.21, 0.18, 0.18], [0.01, -2.39, -0.87], [0.87, 0.45, 0.88], [-0.69, 0.73, 0.13], [0.20, -0.04, -0.03], [0.36, -0.03, 0.52], [-0.15, -0.52, 0.48], [0.03, 0.63, 0.22], [-0.03, 0.04, -0.21], [0.42, 0.39, 0.03], [0.00, 0.00, 0.72], [-0.05, -0.13, -0.25], [0.18, 0.08, 0.24], [1.43, 0.14, -1.24], [1.18, 0.45, -1.06], [-1.00, 0.27, -0.53], [-0.81, -0.47, -0.32], [0.27, -0.42, 1.16], [0.19, 0.03, 0.18], [-0.16, 0.59, -0.21], [0.27, 0.14, 0.05], [0.24, -0.01, -0.25], [0.07, 0.95, -0.19], [0.40, -0.21, -0.69], [0.24, -0.10, -0.07], [-0.73, -0.59, -0.02], [0.45, -0.07, 0.28], [-0.96, 0.66, -0.49], [0.62, -0.22, 0.97], [-0.39, 0.76, -0.20], [-0.13, -0.36, -0.02], [0.36, 2.83, 0.97], [-0.15, 0.15, -0.06], [-0.46, 0.12, 2.01], [0.78, -0.55, -1.56], [-1.09, -0.97, -0.53], [0.41, -1.92, -0.77], [-0.77, 0.76, -0.86], [-0.95, -0.24, 0.81], [-0.01, -0.41, -1.27], [0.18, -0.20, -0.91], [-0.17, 0.33, -0.13], [0.38, -0.84, -0.40], [0.19, -0.85, -0.17], [-0.69, 0.94, -0.19], [-1.25, -0.29, 0.42], [-1.33, -0.54, 0.25], [-0.16, 0.37, -0.76], [-0.77, -1.94, 1.47], [0.78, -1.53, 0.44], [-0.32, 0.10, 0.07], [0.81, 0.00, -0.43], [-0.04, -0.01, -0.15], [0.61, -0.63, -0.80], [0.29, -0.05, -0.13], [0.25, -0.35, 0.26], [-0.62, -0.11, 0.35], [0.11, -0.10, -0.32], [-0.51, 0.52, -0.45], [0.38, -0.36, -0.06], [-3.12, 0.60, -1.06], [0.08, -0.21, -0.03], [0.47, -0.08, 1.27], [1.13, 1.55, -1.28], [-0.06, 0.72, -0.12], [0.45, 0.04, 0.25], [0.07, 0.01, 0.55], [-0.37, 0.44, 0.19], [0.05, -0.13, 0.05], [-0.27, 0.19, 0.06], [-0.31, 0.41, 0.25], [-0.14, 0.13, 0.19], [0.52, -0.10, -0.37], [-0.17, -2.91, -1.44], [-0.32, -0.28, 0.86], [0.41, -0.43, -0.18], [-0.51, -0.51, -0.12], [-0.54, -1.14, -0.24], [-0.43, 0.91, -0.23], [-2.52, 3.58, 1.58], [1.68, -1.77, 2.16], [-2.32, 1.86, -0.13], [0.58, -0.28, -0.66], [-0.21, -0.30, 0.12], [-0.18, -0.35, 0.39], [-0.64, -1.45, -0.89], [-1.39, -0.53, 0.12], [-0.03, -0.04, 0.01], [0.21, -0.50, -0.50], [-0.79, 0.38, -1.12], [-0.20, 0.06, -0.04], [0.39, -0.27, -0.34], [0.32, 0.58, -0.49], [0.03, -0.37, 0.01], [-0.23, 0.23, -0.40], [1.16, 0.48, -0.03], [0.21, -0.01, -0.34], [-1.03, -0.04, 0.25], [0.13, -0.08, -0.16], [0.85, 0.62, 2.69], [0.03, 0.06, 0.34], [0.24, -0.39, 0.44], [0.21, -0.13, 0.07], [0.03, 1.81, -0.67], [0.34, -0.05, -0.07], [-0.07, -0.07, -0.26], [0.85, -1.49, 0.84], [-0.96, 0.23, 0.11], [0.10, 0.06, -0.18], [1.47, -0.19, -0.93], [-0.59, 0.21, -0.67], [-0.20, -0.48, 0.14], [0.28, -1.65, 1.07], [1.25, -1.66, -1.09], [0.02, 0.18, 0.16], [2.74, -1.44, 0.69], [0.13, -0.51, 0.18], [-0.33, 0.22, -0.24], [-0.56, 0.11, -0.50], [-0.36, -0.53, 0.02], [0.14, 0.37, -0.23], [-0.87, 0.38, 0.63], [-0.33, -0.59, 1.96], [0.59, 0.54, 0.11], [-0.69, 0.53, 0.10], [-0.22, 0.01, 0.02], [-0.06, -0.16, -0.17], [0.60, -0.15, 0.16], [0.85, -0.25, -1.17], [-1.13, 1.02, 0.06], [0.07, -0.27, 1.29], [-2.54, 2.38, -1.57], [-0.06, -0.27, 0.25], [-0.12, -0.08, -0.25], [-2.03, -1.04, -0.27]], "fmax_ha_per_bohr": 0.09055, "homo_lumo_gap_ev": 3.32, "lumo_energy_ev": -4.38, "de_lowest_ev": 0.895}